ORCA calculation (ωB97M-V with the def2-TZVPD basis set) on a single C3H5B molecule.

```
9
Properties=species:S:1:pos:R:3
C -0.772 -0.231 0.914
B 0.698 0.180 0.766
C 0.815 0.694 -0.646
C 0.142 -0.718 -0.270
H -1.092 -1.020 1.556
H -1.459 0.579 0.690
H 0.258 1.621 -0.823
H 1.523 0.586 -1.351
H -0.113 -1.692 -0.834
```

As for the multiplicity: 1. The HOMO energy comes out at -8.58 eV. As for the max |F|: 0.0680 Eh/bohr. The LUMO energy is -0.013 Ha. The gap between HOMO and LUMO comes out at 8.22 eV. Its SMILES is C1B2CC12. The value obtained for the total energy is -3863.7546 eV.